Entry 1:
Molecular formula: C17H13O8P2
Method: DFT, the ωB97M-V functional and the def2-TZVPD basis

XYZ file:
```
40
Properties=species:S:1:pos:R:3:mulliken_charge:R:1
C -4.61 -0.33 -1.83 -1.05
P -3.30 -1.46 -2.53 -0.14
O -3.27 -0.86 -4.07 -0.40
C -1.88 -0.84 -1.58 0.61
C -1.92 -1.42 -0.33 -0.83
C -1.02 -1.07 0.68 -1.13
C -0.04 -0.11 0.47 0.71
C 0.79 0.22 1.66 0.74
C 1.30 -0.78 2.48 -0.67
C 1.99 -0.46 3.64 -0.61
C 2.20 0.86 3.97 -0.36
C 1.69 1.87 3.17 -0.72
C 0.98 1.55 2.03 -0.24
C 0.05 0.50 -0.80 0.73
C -0.87 0.12 -1.86 0.48
C -0.74 0.78 -3.16 0.21
O -0.83 0.24 -4.28 -0.75
C -0.39 2.19 -3.02 0.56
O -0.93 3.08 -3.94 -0.58
C 0.47 2.57 -2.05 -1.10
C 1.00 1.60 -1.09 -0.23
O 2.12 1.74 -0.59 -0.66
H -4.21 0.22 -0.98 0.34
H -4.91 0.38 -2.59 0.29
H -5.47 -0.92 -1.51 0.33
H -3.67 -1.54 -4.63 0.30
H -2.68 -2.17 -0.11 0.26
H -1.08 -1.54 1.65 0.45
H 1.18 -1.83 2.26 0.53
H 2.37 -1.25 4.26 0.34
H 2.78 1.11 4.86 0.32
H 1.84 2.91 3.44 0.32
H 0.58 2.33 1.40 0.33
H -0.95 3.93 -3.51 0.30
H 0.80 3.60 -1.94 0.26
O 4.93 -1.88 2.66 -0.67
P 4.15 -3.09 2.09 0.84
O 2.97 -3.41 3.06 -0.71
O 5.07 -4.30 1.86 -0.85
O 3.47 -2.61 0.76 -0.54
```

Summary:
- charge = -3
- HOMO energy (eV) = 3.7592
- HOMO-LUMO gap (eV) = 2.1

---

Entry 2:
Molecular formula: C17H14AsF5MnNO8S2
Method: DFT, the ωB97M-V functional and the def2-TZVPD basis

XYZ file:
```
49
Properties=species:S:1:pos:R:3:lowdin_spin:R:1
Mn -0.64 -0.98 -1.72 3.79
F -1.48 5.22 -3.66 0.00
C -1.51 4.16 -2.87 0.00
C -1.53 2.88 -3.41 0.00
F -1.52 2.71 -4.73 0.00
C -1.55 1.81 -2.56 0.00
F -1.56 0.56 -3.11 0.03
C -1.55 1.91 -1.17 0.01
S -1.61 0.50 -0.12 -0.01
C -1.52 3.21 -0.67 0.00
F -1.49 3.41 0.65 0.00
C -1.50 4.32 -1.49 0.00
F -1.47 5.54 -0.97 0.00
O -1.91 -4.57 -1.20 0.00
As -2.68 -3.08 -0.72 0.01
O -4.29 -3.17 -0.61 0.00
O -2.18 -1.91 -1.92 0.01
C -1.86 -2.68 0.98 0.00
C -2.83 -2.42 1.95 0.00
C -2.48 -2.20 3.27 0.00
C -1.15 -2.24 3.65 0.00
C -0.17 -2.49 2.69 0.00
C -0.52 -2.70 1.37 0.00
S 0.84 -2.96 0.25 0.01
O 1.25 -4.32 0.28 0.00
O 1.85 -1.98 0.65 0.00
O 0.25 -2.58 -1.08 0.06
H -2.57 -5.14 -1.61 0.00
H -3.87 -2.42 1.64 0.00
H -3.25 -2.00 4.00 0.00
H -0.87 -2.09 4.68 0.00
H 0.87 -2.51 2.98 0.00
O 2.86 0.64 -2.75 0.01
C 2.04 0.62 -1.87 0.01
O 0.84 0.10 -1.95 0.06
C 2.33 1.35 -0.55 0.00
N 1.58 0.76 0.60 0.00
C 2.25 1.28 1.82 0.00
C 3.73 1.18 1.46 0.00
C 3.79 1.34 -0.08 0.00
H 1.96 2.37 -0.66 0.00
H 1.67 -0.28 0.58 0.00
H 0.56 0.94 0.55 0.00
H 1.95 0.70 2.68 0.00
H 1.92 2.31 1.95 0.00
H 4.11 0.20 1.74 0.00
H 4.31 1.93 1.98 0.00
H 4.32 0.51 -0.55 0.00
H 4.29 2.26 -0.39 0.00
```

Summary:
- HOMO energy (alpha / beta) (eV) = -9.1042 / -9.1633
- expectation value of S² = 6.062
- energy relative to the best compared isomer or geometry (same formula, charge and spin) (eV) = 0.0992
- HOMO-LUMO gap (alpha / beta) (eV) = 7.1 / 8.5
- spin multiplicity = 5

---

Entry 3:
Molecular formula: C17H14BrClO2Tl
Method: DFT, the ωB97M-V functional and the def2-TZVPD basis

XYZ file:
```
36
Properties=species:S:1:pos:R:3:mulliken_charge:R:1
C -2.29 -0.45 -1.30 -0.89
C -2.10 -0.94 0.03 -0.22
C -2.32 0.14 0.94 -0.31
H -1.82 -1.96 0.28 0.40
C -2.63 1.30 0.17 -0.49
C -2.61 0.94 -1.22 -0.40
H -2.78 1.61 -2.06 0.45
H -2.18 -1.06 -2.21 0.61
H -2.28 0.08 2.02 0.45
H -2.83 2.29 0.57 0.39
Tl 0.66 0.43 -2.46 0.60
Br 0.60 -2.26 -3.01 -0.56
C 2.30 1.17 -5.00 -0.55
C 1.18 1.95 -5.39 -0.27
C 0.14 1.07 -5.81 -0.51
H 1.14 3.04 -5.44 0.41
C 0.61 -0.27 -5.66 -0.28
C 1.95 -0.21 -5.17 -0.51
H 2.58 -1.06 -4.95 0.46
H 3.27 1.54 -4.68 0.40
H -0.83 1.35 -6.22 0.39
H 0.06 -1.17 -5.89 0.38
Cl 0.99 -0.07 8.01 -0.25
C 0.87 -0.28 6.32 0.38
C 0.99 -1.57 5.76 -0.48
C 0.90 -1.75 4.38 -0.27
C 0.69 -0.65 3.54 0.25
C 0.58 0.63 4.09 -0.38
C 0.66 0.83 5.48 -0.52
C 0.51 -0.87 2.03 0.26
O -0.05 -1.97 1.81 -0.74
O 0.90 0.06 1.29 -0.70
H 1.16 -2.43 6.41 0.37
H 0.97 -2.76 3.97 0.37
H 0.41 1.48 3.43 0.39
H 0.57 1.82 5.91 0.37
```

Summary:
- charge = -1
- HOMO energy (alpha / beta) (eV) = -5.1114 / -5.0785
- energy relative to the best compared isomer or geometry (same formula, charge and spin) (eV) = 0.1475
- HOMO-LUMO gap (alpha / beta) (eV) = 5.1 / 6.3

---

Entry 4:
Molecular formula: C17H14BrF3LuN6S2
Method: DFT, the ωB97M-V functional and the def2-TZVPD basis

XYZ file:
```
44
Properties=species:S:1:pos:R:3:mulliken_charge:R:1
Lu -0.01 0.04 0.29 1.86
N 3.70 -0.98 -0.02 -0.37
C 2.76 -1.94 -0.02 0.60
N 1.44 -1.72 0.00 -0.40
C 0.72 -2.94 -0.02 0.20
C 1.51 -4.02 -0.03 -0.47
S 3.17 -3.60 -0.04 -0.05
C -0.75 -2.94 -0.03 0.14
C -1.52 -4.03 -0.06 -0.47
S -3.19 -3.61 -0.08 -0.08
C -2.79 -1.95 -0.03 0.63
N -1.47 -1.72 0.00 -0.36
N -3.74 -1.01 -0.01 -0.33
H 3.50 -0.06 -0.37 0.12
H 4.67 -1.25 -0.05 0.27
H 1.21 -5.06 -0.05 0.39
H -1.22 -5.07 -0.09 0.41
H -4.71 -1.27 -0.05 0.25
H -3.54 -0.04 -0.15 0.07
F -0.28 -1.37 7.33 -0.25
C -0.01 -0.14 6.89 0.74
F 1.19 0.23 7.33 -0.21
F -0.92 0.70 7.37 -0.22
C -0.03 -0.08 5.37 0.46
C -0.25 -1.22 4.61 -0.80
C -0.24 -1.10 3.24 0.07
N -0.03 0.07 2.62 -0.35
C 0.18 1.17 3.37 -0.06
C 0.19 1.14 4.74 -1.02
H -0.42 -2.18 5.08 0.54
H -0.42 -1.97 2.62 0.49
H 0.33 2.11 2.84 0.60
H 0.35 2.04 5.31 0.47
Br -2.62 5.19 -1.41 -0.06
C -1.09 4.38 -0.72 -0.48
C -0.01 5.13 -0.27 0.05
C 1.10 4.46 0.23 -0.90
C 1.10 3.09 0.27 -0.05
N 0.05 2.36 -0.17 -0.41
C -1.02 3.01 -0.66 0.16
H -0.04 6.21 -0.32 0.51
H 1.97 5.01 0.58 0.45
H 1.96 2.55 0.64 0.45
H -1.85 2.41 -1.03 0.39
```

Summary:
- charge = +3
- HOMO energy (eV) = -17.0386
- energy relative to the best compared isomer or geometry (same formula, charge and spin) (eV) = 0.0000
- HOMO-LUMO gap (eV) = 7.1

---

Entry 5:
Molecular formula: C17H14BrNO2RhS2
Method: DFT, the ωB97M-V functional and the def2-TZVPD basis

XYZ file:
```
38
Properties=species:S:1:pos:R:3:lowdin_spin:R:1
C 0.76 2.65 -3.08 0.13
C 2.03 2.20 -2.60 0.02
C 2.18 0.79 -2.99 0.09
H 2.72 2.84 -2.07 0.00
C 0.91 0.38 -3.57 0.05
C 0.03 1.53 -3.55 0.03
H -1.01 1.57 -3.91 0.00
H 0.42 3.71 -3.08 0.01
H 2.90 0.13 -2.49 0.01
H 0.54 -0.61 -3.80 0.00
Rh 0.72 1.02 -1.70 0.70
Br 1.95 1.29 0.61 0.06
C -1.60 1.88 0.56 0.36
C -2.16 1.81 -0.76 0.03
C -1.78 3.00 -1.44 0.32
H -2.76 1.00 -1.15 -0.01
C -0.90 3.74 -0.59 0.14
C -0.80 3.05 0.65 0.13
H -0.21 3.35 1.50 0.00
H -1.74 1.13 1.33 0.02
H -2.10 3.28 -2.45 0.01
H -0.37 4.65 -0.86 0.00
O -3.17 -2.86 2.20 0.04
S -2.15 -1.88 2.50 0.04
O -2.30 -0.98 3.62 0.04
N -1.66 -1.02 1.14 0.42
C -0.49 -1.44 0.66 0.36
S -0.21 -1.41 -1.01 0.69
C 0.26 -2.29 1.57 0.06
C 1.54 -2.82 1.43 0.06
C 2.03 -3.74 2.35 0.00
C 1.18 -4.15 3.40 0.09
C -0.14 -3.65 3.55 -0.01
C -0.56 -2.72 2.60 0.08
H 2.14 -2.47 0.62 0.01
H 3.05 -4.15 2.30 0.00
H 1.54 -4.87 4.14 0.01
H -0.82 -3.96 4.37 0.00
```

Summary:
- charge = -1
- HOMO energy (alpha / beta) (eV) = -2.5203 / -5.0373
- expectation value of S² = 6.043
- HOMO-LUMO gap (alpha / beta) (eV) = 5.4 / 5.3
- spin multiplicity = 5